Entry from the Open Molecules 2025 dataset: 2 unconnected molecules or ions with the total composition C4H11NP at a distorted geometry (ωB97M-V with the def2-TZVPD basis set).

Summary:
Energy above the lowest of the compared OMol25 structures with the same formula, charge and spin in eV: 4.196
M in g/mol: 104.1

The geometry in ORCA input format:
```
! RIJCOSX wB97M-V def2-TZVPD def2/J DEFGRID3
* xyz 1 1
C -0.007 -0.623 0.212
C 0.419 -1.029 1.532
C -2.164 -1.545 -0.275
C -0.953 -0.763 -0.723
N 2.080 2.499 -0.092
P 2.268 0.628 -0.511
H 0.422 -0.233 2.209
H 1.363 -1.362 1.432
H -0.353 -1.585 1.911
H -2.467 -1.482 0.878
H -3.184 -1.304 -0.821
H -1.998 -2.582 -0.449
H -0.690 -0.638 -1.730
H 2.563 2.985 -0.757
H 2.225 2.632 0.848
H 1.042 2.834 -0.239
H 1.905 0.921 -1.746
*
```